# 1
The following is a quantum chemistry calculation of a structure of composition C18H46N3O4PRuS2Si4Te, from the Open Molecules 2025 dataset.

Structure (ORCA input):
```
! wB97M-V def2-TZVPD RIJCOSX def2/J DEFGRID3
* xyz 1 2
Te -0.0333 -0.1624 1.4957
Ru -1.0338 1.3727 -0.2321
S -2.6770 2.5716 1.2907
S 0.7525 3.1902 0.8132
P -1.1225 3.8287 1.0381
Si -0.8623 -3.1848 -0.8199
Si 1.0003 -3.6062 2.7652
Si 0.8449 -2.4009 0.6793
Si 2.9877 -2.2727 -0.4609
O 1.4475 1.2228 -1.5088
O -0.3615 2.0996 -2.4236
O -1.2800 4.7679 -0.2650
O -1.3398 4.7924 2.2956
N -3.0128 0.6481 -1.3637
N 2.9988 3.1704 -2.0308
N -3.8187 -0.1159 -0.6211
C 1.2453 -5.4284 2.2730
C -4.8420 -0.6019 -1.3444
C -0.3218 -4.7941 -1.6895
C -0.6150 -3.3822 3.7501
C 1.7492 3.2383 -2.7712
C 2.7352 -1.7052 -2.2725
C 3.7256 -4.0338 -0.4441
C -2.9764 5.3939 -1.8341
C -1.0036 -1.7911 -2.1232
C 0.8341 2.1610 -2.2274
C -2.3933 5.6480 -0.4590
C -0.4316 5.8010 2.7478
C -3.5143 0.6396 -2.5876
C 4.0965 -1.0485 0.4977
C 0.5422 5.2232 3.7581
C 2.4878 -2.8966 3.7175
C -2.4972 -3.4372 0.1455
C -4.6756 -0.1415 -2.6313
H 3.0095 -4.7705 -0.7953
H 1.2281 4.5272 3.2797
H 0.1013 6.2365 1.8950
H 2.0434 -5.5414 1.5491
H 4.5983 -4.0961 -1.0870
H 3.6470 -1.2784 -2.6805
H 2.8813 3.5987 -1.1163
H 1.1261 6.0170 4.2132
H 3.4229 -3.0940 3.2055
H -0.0497 -5.5644 -0.9744
H -5.6030 -1.2231 -0.9195
H -0.2869 -1.9351 -2.9263
H -2.5292 -4.4139 0.6196
H -3.1331 5.4916 0.3336
H -1.0746 6.5567 3.2107
H -5.2906 -0.3456 -3.4841
H 0.3397 -5.8379 1.8397
H 2.3881 1.5065 -1.3880
H -3.0402 1.1961 -3.3750
H -3.3639 4.3796 -1.8968
H -1.9921 -1.7356 -2.5696
H 3.5058 -0.2493 0.9376
H -1.1213 -5.1883 -2.3105
H -3.7771 6.1002 -2.0277
H 2.5691 -3.3201 4.7134
H 4.8474 -0.5961 -0.1425
H 1.9577 -0.9526 -2.3452
H -2.1995 5.5043 -2.5859
H 3.7479 3.6533 -2.5130
H -2.6022 -2.6947 0.9334
H 1.4971 -6.0342 3.1366
H -0.5979 -3.9213 4.6921
H -3.3677 -3.3664 -0.5013
H -0.0142 4.6988 4.5312
H 2.4571 -2.5395 -2.9091
H 1.2219 4.2021 -2.7347
H -2.0105 6.6701 -0.3649
H -1.4748 -3.7368 3.1924
H -3.6439 -0.2166 0.3708
H 4.0386 -4.3216 0.5543
H -0.7785 -2.3328 3.9742
H 0.5365 -4.6143 -2.3288
H -0.7927 -0.8085 -1.6677
H 1.9331 2.9964 -3.8236
H 4.6213 -1.5468 1.3063
H 2.3875 -1.8214 3.8255
*
```

Output
<S²> = 0.7968
ΔE to the lowest compared entry with this formula, charge and spin = 219.16 kJ/mol
orbital gap (alpha / beta) = 6.7 / 6.1 eV

=====

# 2
The following is a quantum chemistry calculation of a cluster of 2 separate species, C8H12F2SSi in total, from the Open Molecules 2025 dataset.

Structure (ORCA input):
```
! wB97M-V def2-TZVPD RIJCOSX def2/J DEFGRID3
* xyz 0 1
S -2.9386 0.5997 -1.2356
Si -1.3026 -1.6674 0.0060
F -1.8532 -2.7178 1.1252
F -1.9652 -2.4455 -1.2637
C 2.0183 -0.4244 -0.2273
C 1.7365 0.5238 0.9236
C -1.9853 0.0304 0.0741
C 2.8276 -1.7156 -0.1943
C -2.0445 0.8440 1.1327
C 1.6765 0.0702 -1.5550
C -2.8657 1.9282 0.9006
C -3.3614 2.0060 -0.3480
H 0.7846 0.8484 0.5667
H -1.5030 0.7937 2.1292
H 0.5818 0.0198 -1.6877
H 3.9243 -1.5138 -0.0778
H -3.1264 2.6816 1.7698
H 2.0961 1.1015 -1.5951
H 1.6860 0.1071 1.8944
H 2.3777 1.4199 0.9118
H 2.5913 -2.1954 0.8120
H 2.1532 -0.4801 -2.4078
H -3.9653 2.6965 -0.8520
H 2.4573 -2.5111 -0.8016
*
```

Output
ΔE to the lowest compared entry with this formula, charge and spin = 56.25 kJ/mol
orbital gap (alpha / beta) = 8.7 / 6.0 eV

=====

# 3
The following is a quantum chemistry calculation of the molecule C5H10O, from the Open Molecules 2025 dataset.

Structure (ORCA input):
```
! wB97M-V def2-TZVPD RIJCOSX def2/J DEFGRID3
* xyz 0 1
O -0.3440 1.6857 0.4780
C -2.3444 0.3473 0.4696
C 1.0952 -0.7160 0.2401
C 2.2506 0.0230 -0.3903
C -0.2323 -0.4190 -0.5180
C -0.9337 0.6688 0.1438
H -2.9144 1.2627 0.4911
H -2.7987 -0.4227 -0.1644
H -2.2189 -0.0673 1.4764
H 3.1701 -0.0869 0.1884
H -0.7523 -1.3175 -0.8501
H 0.9644 -0.3321 1.2710
H -0.6120 0.4431 -1.3564
H 1.9623 1.0774 -0.4246
H 2.4079 -0.3467 -1.4082
H 1.3004 -1.7999 0.3535
*
```

Output
ΔE to the lowest compared entry with this formula, charge and spin = 198.45 kJ/mol
orbital gap = 10.3 eV
SMILES = CCCC(C)=O

=====

# 4
The following is a quantum chemistry calculation of a structure of composition C9H18ClNO5STl, from the Open Molecules 2025 dataset.

Structure (ORCA input):
```
! wB97M-V def2-TZVPD RIJCOSX def2/J DEFGRID3
* xyz 3 1
Tl -3.6260 2.9368 -0.2027
Cl -0.8728 -1.2961 1.7258
S 0.6616 -0.5340 -1.9253
O 0.4735 0.8283 -2.1577
O 2.1631 0.3049 1.1226
O 1.9247 -0.7182 -0.8862
O -0.4358 -1.0681 -0.8141
O 0.7880 -1.3861 -2.9998
N -3.3348 -1.6567 -1.2617
C 1.8858 -1.9940 1.1128
C -2.8529 0.7004 -0.7375
C 4.5053 0.6984 0.4676
C 3.0590 1.2661 0.5381
C -2.0695 1.3484 0.5323
C 1.5236 -0.5435 0.3943
C -0.5699 1.0380 0.5672
C -3.5846 -0.6155 -0.3081
C -0.1952 -0.4702 0.3885
H -3.3205 -0.8963 0.7131
H 5.1436 1.4224 -0.0120
H -4.1944 -2.0827 -1.5891
H 4.4856 -0.2490 -0.0522
H -2.1892 0.4454 -1.5463
H -0.0494 1.6782 -0.1278
H -2.1037 2.5261 0.4731
H -3.6883 1.3469 -1.2062
H 3.0990 2.0820 1.2486
H 1.9044 -1.8698 2.1839
H 4.8147 0.4781 1.4779
H -0.2097 1.3104 1.5503
H -4.6484 -0.4202 -0.3075
H 2.7064 1.6514 -0.4113
H 2.8884 -2.2191 0.7759
H 1.2161 -2.7564 0.7370
H -2.7344 -2.3994 -0.9304
H -2.5633 1.1129 1.4666
*
```

Output
orbital gap = 3.2 eV

=====

# 5
The following is a quantum chemistry calculation of the molecule C6H10, from the Open Molecules 2025 dataset.

Structure (ORCA input):
```
! wB97M-V def2-TZVPD RIJCOSX def2/J DEFGRID3
* xyz 0 1
C 0.8313 0.9314 -0.4776
C -1.7336 -0.0721 -0.6388
C 0.6774 -1.1499 0.0676
C 1.7405 -0.0514 0.3009
C -0.3229 -0.0192 -0.1592
C -1.4294 0.3431 0.7809
H 2.7540 -0.2241 -0.0714
H 1.7869 0.2199 1.3604
H -2.1727 -1.0568 -0.7836
H -1.6869 -0.3401 1.5868
H -2.0878 0.6831 -1.3358
H 0.7562 1.9616 -0.1140
H -1.5423 1.3963 1.0307
H 0.8715 -1.6909 -0.8669
H 1.0764 0.9418 -1.5463
H 0.4812 -1.8727 0.8662
*
```

Output
ΔE to the lowest compared entry with this formula, charge and spin = 125.67 kJ/mol
orbital gap = 11.1 eV
SMILES = C1CC2(C1)CC2

=====

# 6
The following is a quantum chemistry calculation of the molecule C3H2NP, from the Open Molecules 2025 dataset.

Structure (ORCA input):
```
! wB97M-V def2-TZVPD RIJCOSX def2/J DEFGRID3
* xyz 0 3
P -1.5197 2.3221 0.0092
N 2.1028 -1.6365 0.0377
C -0.1546 -0.2350 -0.0297
C -0.4147 1.1546 -0.2311
C 1.3081 -1.0514 -0.3539
H -0.2727 0.0290 1.1577
H -1.0492 -0.5828 -0.5899
*
```

Output
<S²> = 2.0058
ΔE to the lowest compared entry with this formula, charge and spin = 348.57 kJ/mol
orbital gap (alpha / beta) = 7.1 / 6.8 eV

=====

Question: Which formula does entry 3 have?
Answer: C5H10O